No. 1
60
Properties=species:S:1:pos:R:3:forces:R:3:lowdin_charge:R:1 method="wB97M-V/def2-TZVPD" gap_ev=6.2299 charge=+2 homo_energy_ev=-12.68
Ti -0.941 -0.445 -0.047 -0.14 0.01 -0.57 0.611
C 1.350 -6.608 1.531 -0.01 0.03 0.00 -0.023
C 1.040 -5.146 1.365 0.21 -0.07 0.03 -0.228
C 2.026 -4.197 1.214 -0.07 -0.10 -0.04 0.057
C 1.750 -2.818 1.072 0.09 -0.05 -0.39 -0.155
C 2.864 -1.965 0.984 -0.08 -0.13 -0.08 0.011
N 2.889 -0.666 0.837 0.04 0.08 0.23 0.090
C 4.169 0.064 0.835 0.01 0.02 -0.09 -0.138
C 4.143 1.414 0.130 -0.07 -0.01 0.01 -0.136
C 3.692 1.424 -1.341 0.04 -0.02 0.02 -0.114
N 2.266 1.728 -1.448 -0.02 0.03 0.00 0.087
C 1.787 2.906 -1.694 0.06 0.00 -0.01 0.050
C 0.420 3.290 -1.554 -0.04 -0.01 0.01 -0.096
C 0.019 4.575 -1.962 0.04 0.02 -0.03 0.055
C -1.269 5.039 -1.781 -0.03 -0.01 0.01 -0.231
C -1.687 6.416 -2.216 -0.01 -0.01 0.01 -0.024
C -2.165 4.184 -1.135 0.01 0.05 -0.02 0.067
C -1.818 2.903 -0.715 -0.02 -0.13 0.07 -0.100
C -2.764 2.110 0.048 0.05 0.06 -0.05 -0.025
N -2.617 0.887 0.411 -0.08 -0.02 -0.09 -0.030
C -3.652 0.340 1.309 -0.03 0.00 -0.01 -0.191
C -4.555 -0.651 0.598 0.04 -0.02 0.00 -0.137
C -3.801 -1.832 -0.039 -0.05 0.02 0.00 -0.161
N -2.400 -1.937 0.388 0.10 -0.09 0.06 -0.105
C -2.008 -3.034 0.935 -0.12 0.18 0.18 -0.068
C -0.623 -3.357 1.154 -0.01 -0.21 -0.32 -0.169
C -0.278 -4.687 1.359 -0.14 0.10 -0.12 0.074
C 0.396 -2.384 0.950 0.21 -0.01 1.97 -0.410
O 0.122 -1.097 1.304 0.13 0.02 -0.53 -0.214
C -0.513 2.431 -0.934 -0.08 0.06 -0.07 -0.245
O -0.151 1.238 -0.550 0.06 0.09 0.32 -0.259
H 2.392 -6.763 1.805 0.00 0.01 0.00 0.087
H 1.164 -7.151 0.603 -0.01 0.00 0.00 0.097
H 0.727 -7.053 2.306 0.00 0.00 0.00 0.092
H 3.065 -4.507 1.232 0.00 -0.01 0.01 0.137
H 3.840 -2.442 1.009 0.00 0.00 -0.03 0.156
H 2.018 -0.169 0.991 -0.01 0.01 -0.11 0.136
H 4.898 -0.586 0.352 0.00 -0.02 0.01 0.135
H 4.491 0.217 1.867 -0.01 0.00 0.01 0.140
H 5.164 1.792 0.181 0.00 0.00 -0.01 0.130
H 3.533 2.125 0.692 0.01 0.00 0.00 0.126
H 3.871 0.467 -1.832 0.00 0.00 0.00 0.139
H 4.234 2.191 -1.893 0.00 0.00 -0.01 0.132
H 1.591 1.001 -1.207 -0.01 -0.01 -0.03 0.091
H 2.504 3.665 -1.998 0.00 -0.01 0.00 0.162
H 0.750 5.222 -2.435 0.01 -0.02 0.00 0.138
H -0.953 6.857 -2.888 0.00 0.00 0.00 0.087
H -1.795 7.077 -1.355 0.00 0.00 0.00 0.097
H -2.645 6.388 -2.735 0.00 0.00 0.00 0.093
H -3.176 4.532 -0.947 0.00 0.00 0.00 0.143
H -3.660 2.642 0.373 0.00 0.00 0.01 0.149
H -4.250 1.153 1.725 0.01 0.01 0.00 0.126
H -3.138 -0.142 2.143 0.01 0.01 0.01 0.126
H -5.126 -0.127 -0.169 -0.02 -0.03 -0.01 0.123
H -5.277 -1.022 1.326 0.02 0.01 0.03 0.126
H -3.782 -1.732 -1.125 0.04 0.03 0.00 0.126
H -4.313 -2.769 0.182 -0.01 -0.01 -0.02 0.125
H -2.746 -3.799 1.177 0.02 -0.05 -0.07 0.152
H -1.080 -5.405 1.499 0.00 0.00 -0.01 0.145
Te 0.003 -1.784 -1.888 -0.16 0.22 -0.27 0.642


No. 2
29
Properties=species:S:1:pos:R:3:forces:R:3:lowdin_charge:R:1 method="wB97M-V/def2-TZVPD" smiles="CC(C)[C@H](NC(=O)[C@H](C)N)C(=O)O" gap_ev=10.2926 charge=0 homo_energy_ev=-9.52
C -1.582 -1.995 0.386 0.65 0.82 1.01 -0.368
C -0.732 -0.728 0.599 0.66 -0.37 -1.36 -0.456
C -0.875 -3.110 1.154 0.83 0.01 -0.39 -0.045
C 1.155 0.548 -0.387 0.79 -0.44 -0.73 -0.197
C 1.952 0.212 0.875 0.76 -0.41 0.63 -0.474
C 0.818 2.047 -0.604 -1.28 -1.16 0.20 -0.365
C -0.190 2.588 0.427 2.39 1.64 -0.25 -0.051
C 0.281 2.211 -2.024 -0.44 -0.40 0.40 -0.074
H -2.018 -3.285 -1.085 0.02 0.36 -0.30 0.084
H -2.444 -1.722 -1.446 0.27 -0.37 0.11 0.094
H -2.506 -1.800 0.938 -0.25 0.05 -0.28 0.142
H 0.118 -3.344 0.737 -0.28 0.25 -0.01 0.095
H -1.459 -4.002 1.086 -0.49 -0.73 0.03 0.063
H -0.728 -2.876 2.206 -0.15 0.24 -0.03 0.088
H -0.019 -1.048 -1.245 0.17 0.07 -0.13 0.121
H 1.875 0.247 -1.221 -0.79 0.40 0.95 0.183
H 1.747 2.555 -0.519 0.83 0.61 0.14 0.119
H -0.271 3.695 0.296 -0.27 -0.86 0.00 0.099
H -1.097 2.097 0.353 -2.06 -0.74 -0.39 0.045
H 0.151 2.416 1.433 0.27 -0.04 0.41 0.067
H -0.669 1.628 -2.141 0.87 0.48 -0.10 0.094
H 1.042 1.902 -2.735 -0.10 -0.26 -0.30 0.073
H 0.086 3.256 -2.211 -0.26 0.35 -0.11 0.070
H 3.025 0.964 2.250 -0.54 0.20 -0.95 0.152
N -1.722 -2.310 -1.022 -0.53 -0.39 -0.02 0.035
N 0.048 -0.384 -0.489 -0.75 -0.01 0.64 0.118
O -0.687 -0.149 1.654 -0.14 0.40 0.68 0.087
O 2.165 -0.905 1.286 -0.35 0.55 -0.40 0.104
O 2.537 1.289 1.451 0.17 -0.26 0.59 0.097


No. 3
86
Properties=species:S:1:pos:R:3:forces:R:3:lowdin_charge:R:1 method="wB97M-V/def2-TZVPD" gap_ev=1.4852 charge=+2 homo_energy_ev=-12.54
Zr 4.790 -1.573 -4.786 0.31 0.31 0.42 1.397
C 8.431 1.058 -1.035 -3.99 -2.23 -0.76 -0.281
O 7.681 0.316 -0.055 0.89 1.60 0.92 -0.098
O 7.756 0.663 -2.228 2.14 1.65 1.66 -0.008
C 8.498 2.598 -0.640 -1.54 1.09 -1.17 -0.520
F 8.491 3.361 -1.753 0.17 -0.63 0.07 0.140
F 7.351 2.960 0.026 1.25 -0.72 -0.23 0.128
F 9.555 2.973 0.058 -0.13 -0.74 0.33 0.185
C 8.330 0.156 1.231 -0.97 -1.92 1.06 -0.201
C 7.321 -0.675 2.124 0.74 0.64 -0.11 -0.048
H 7.808 -1.200 2.946 0.53 -0.37 -0.45 0.076
H 6.664 -0.045 2.724 -0.29 0.43 -0.65 0.070
H 6.733 -1.367 1.520 0.14 0.01 0.08 0.070
H 8.612 1.016 1.839 -0.29 0.78 -0.78 0.121
H 9.259 -0.384 1.047 0.01 -0.32 0.13 0.118
H 9.381 0.524 -1.044 0.97 0.39 -0.46 0.187
C -0.577 0.541 -0.891 -0.53 -0.12 -0.57 -0.041
C 0.811 1.211 -0.975 -0.13 -4.32 -2.49 -0.446
C 1.342 1.486 0.416 1.28 -0.13 1.69 -0.005
O 1.735 0.454 -1.745 -1.77 2.17 1.69 0.055
H -1.183 0.430 -1.791 0.39 1.14 -0.80 0.085
H -1.256 1.026 -0.190 0.31 -0.10 0.23 0.092
H -0.578 -0.541 -0.756 0.84 -0.06 1.11 0.093
H 0.799 2.184 -1.466 0.17 0.90 -0.40 0.185
H 0.550 1.997 0.964 0.23 0.21 -0.09 0.108
H 2.315 1.974 0.481 -0.32 0.48 -0.34 0.099
H 1.535 0.525 0.894 -0.38 -0.19 -0.07 0.102
C 0.955 8.235 0.962 0.41 0.90 0.17 -1.545
Br 1.079 10.197 0.540 0.14 -1.35 0.33 0.514
Br -0.583 7.943 2.113 0.51 -0.10 -0.60 0.552
Br 2.588 7.494 1.784 -0.65 0.49 -0.35 0.514
H 0.894 7.750 -0.012 -0.41 0.05 0.43 -0.036
C -7.197 -2.055 1.129 -1.02 -0.66 -0.68 -0.130
C -6.969 -3.128 2.166 -0.10 -1.44 1.01 -0.280
C -8.046 -3.565 3.239 2.08 1.15 0.09 -0.198
C -7.562 -4.696 4.231 -1.64 0.89 -1.20 -0.227
C -8.750 -4.880 5.201 1.89 -0.98 -0.90 -0.276
C -8.383 -5.986 6.229 -0.92 1.59 -0.46 -0.103
H -7.633 -1.111 1.458 0.52 0.10 0.16 0.072
H -7.904 -2.461 0.405 -0.43 0.11 -0.04 0.066
H -6.303 -1.985 0.510 0.21 0.66 0.31 0.063
H -6.806 -4.047 1.603 0.26 -0.18 -0.20 0.094
H -6.017 -2.956 2.668 0.00 0.13 0.34 0.094
H -8.990 -3.793 2.745 0.04 -0.39 0.08 0.109
H -8.234 -2.707 3.885 -0.22 0.26 -0.06 0.097
H -7.339 -5.581 3.634 -0.20 -0.35 0.15 0.102
H -6.669 -4.510 4.827 0.15 0.64 -0.28 0.107
H -8.956 -3.885 5.598 -0.12 -0.24 0.56 0.103
H -9.609 -5.165 4.593 -0.17 -0.14 0.20 0.102
H -7.685 -5.598 6.971 -0.27 0.05 0.24 0.067
H -9.378 -6.182 6.629 0.53 -0.98 0.72 0.068
H -7.862 -6.812 5.747 -0.57 -0.22 -0.05 0.068
C -0.390 -5.341 3.084 -0.44 -1.32 0.67 -0.051
C -0.176 -6.710 2.385 -0.27 -0.01 -0.52 -0.418
C -1.510 -7.492 2.286 0.11 -0.83 0.04 -0.185
O -1.411 -8.814 1.649 -0.16 2.06 -0.18 -0.196
C -2.741 -9.353 1.502 0.90 -0.37 1.25 -0.094
N 0.403 -6.505 1.075 -0.05 -0.21 -0.56 0.055
H -1.039 -4.682 2.505 0.27 0.06 -0.26 0.076
H 0.524 -4.852 3.421 0.07 -0.05 -0.52 0.076
H -0.945 -5.545 4.000 -0.10 0.08 0.17 0.074
H 0.510 -7.383 2.899 0.09 0.32 0.46 0.144
H -2.277 -6.914 1.770 -0.02 0.22 -0.24 0.120
H -1.835 -7.588 3.322 -0.30 -0.38 0.19 0.122
H -3.475 -8.727 0.994 0.28 0.32 -0.13 0.085
H -3.020 -9.496 2.546 -0.87 -0.29 -0.10 0.087
H -2.682 -10.326 1.014 0.18 0.18 -0.03 0.091
H 0.532 -7.417 0.660 0.42 -0.32 -0.09 0.075
H -0.303 -6.105 0.473 -0.14 0.55 -0.16 0.074
C 4.285 8.303 -6.731 -0.39 0.09 -0.23 -0.039
C 2.996 7.794 -6.052 0.79 0.90 -0.33 -0.435
C 1.672 8.086 -6.786 0.54 1.74 1.74 -0.153
O 1.443 9.539 -6.695 0.49 -1.17 -1.28 -0.210
C 0.154 9.909 -7.266 1.21 -1.32 0.73 -0.068
N 3.191 6.425 -5.721 -0.06 -2.02 0.44 0.059
H 4.036 9.214 -7.275 0.33 0.19 0.26 0.082
H 4.729 7.602 -7.438 -0.40 -0.24 -0.09 0.077
H 5.052 8.458 -5.971 -0.03 0.38 -0.06 0.078
H 3.036 8.236 -5.056 -0.81 1.22 -0.06 0.144
H 0.916 7.641 -6.138 -0.50 -0.43 -0.38 0.113
H 1.675 7.678 -7.796 -0.14 0.19 -0.13 0.133
H 0.041 10.990 -7.194 -0.14 -0.30 0.32 0.094
H -0.495 9.273 -6.663 -1.05 0.73 -0.14 0.079
H 0.058 9.594 -8.305 0.18 0.06 -0.16 0.083
H 3.848 6.376 -4.956 0.68 -0.09 -0.23 0.089
H 2.399 5.948 -5.314 -0.69 0.08 -0.38 0.079


No. 4
35
Properties=species:S:1:pos:R:3:forces:R:3:lowdin_charge:R:1 method="wB97M-V/def2-TZVPD" s2=2.044 multiplicity=3 gap_ev="6.3125 / 7.1758" charge=+2 homo_energy_ev="-16.00 / -16.25"
C 3.377 4.005 1.307 0.17 0.08 0.00 -0.225
C 4.544 3.092 0.936 0.08 0.11 0.13 -0.165
H 3.094 4.637 0.463 -0.05 0.04 0.00 0.063
H 3.652 4.666 2.134 -0.16 -0.09 -0.13 0.077
H 2.492 3.430 1.602 0.21 0.16 0.25 -0.056
H 4.240 2.308 0.240 0.06 -0.01 -0.05 0.042
H 5.348 3.667 0.466 -0.13 -0.14 0.06 0.076
H 4.962 2.615 1.826 -0.05 -0.02 -0.13 0.070
C -2.996 0.999 -0.285 0.20 -0.68 -0.06 -0.093
C -4.093 1.002 -1.139 0.06 0.26 0.24 0.008
C -4.304 -0.068 -2.018 0.14 0.26 0.27 0.027
C -3.359 -1.087 -2.069 0.78 -0.22 0.52 0.050
H -2.755 1.796 0.423 -0.44 -0.09 -0.32 0.111
H -4.769 1.859 -1.113 0.15 -0.33 -0.01 0.138
H -5.187 -0.091 -2.659 0.35 0.05 0.14 0.144
H -3.419 -1.895 -2.803 -0.18 0.36 0.38 0.132
N -2.105 -0.032 -0.272 -1.18 -0.31 -0.70 -0.119
C -2.274 -1.061 -1.173 -1.02 1.28 -0.11 -0.177
C -1.179 -2.003 -1.177 1.44 -0.75 -0.12 -0.180
N -0.183 -1.701 -0.280 0.50 -0.42 -0.83 -0.071
C 0.976 -2.425 -0.298 -0.69 0.22 -0.04 -0.049
C 0.114 -3.844 -2.053 0.45 0.25 0.42 0.031
C 1.149 -3.500 -1.165 -0.25 0.21 0.12 0.018
H 1.719 -2.084 0.423 -0.02 -0.35 -0.27 0.120
H 2.097 -4.036 -1.133 -0.35 0.04 -0.07 0.138
C -1.037 -3.062 -2.085 -0.32 0.69 0.61 0.048
H -1.838 -3.209 -2.808 0.35 -0.29 0.21 0.128
H 0.221 -4.699 -2.715 0.01 0.20 0.04 0.140
Mo -0.350 0.019 0.923 2.50 -0.70 0.30 1.235
I 0.710 2.127 -0.022 -0.30 -0.65 0.00 0.623
C 0.205 -0.265 3.346 1.27 -0.56 1.34 -0.190
O 0.980 -0.674 2.227 -2.68 1.06 -1.74 -0.394
H 0.068 -1.133 4.020 -0.39 0.50 -0.38 0.117
H -0.812 0.111 3.004 -0.09 0.08 0.48 0.062
H 0.714 0.536 3.926 -0.44 -0.25 -0.55 0.119


No. 5
18
Properties=species:S:1:pos:R:3:forces:R:3:lowdin_charge:R:1 method="wB97M-V/def2-TZVPD" gap_ev=11.2238 charge=+1 homo_energy_ev=-14.68
C -0.350 -1.645 -1.245 -1.25 -2.42 -1.04 -0.170
N -0.117 -0.280 -1.916 -0.18 0.01 1.35 0.075
C 0.654 0.574 -0.820 -2.16 -1.87 0.14 -0.072
C -0.124 0.162 0.383 0.47 -1.09 4.46 -0.207
C -0.364 -1.401 0.238 0.38 -2.40 3.94 -0.201
H -1.373 -2.044 -1.622 1.84 0.72 0.45 0.154
H 0.442 -2.454 -1.500 -1.17 1.88 -0.16 0.159
H -1.097 0.136 -2.143 2.52 -0.62 0.05 0.228
H 0.512 -0.469 -2.681 -0.40 0.49 -0.98 0.159
H 0.702 1.606 -1.055 -0.02 0.80 -0.46 0.124
H 1.594 0.115 -0.574 0.80 -0.11 -1.17 0.132
H 0.576 0.366 1.321 -1.57 -0.46 -1.95 0.140
H -1.071 0.610 0.714 0.31 0.47 -0.89 0.118
H -1.288 -1.935 0.850 1.69 2.18 -1.96 0.168
H 0.445 -2.119 0.842 -1.33 2.28 -1.96 0.162
H 0.455 1.579 3.392 0.44 -0.09 0.50 0.057
H 0.773 2.705 2.483 7.88 6.04 -2.99 -0.080
O 0.156 2.215 2.756 -8.27 -5.82 2.66 0.054


No. 6
38
Properties=species:S:1:pos:R:3:forces:R:3:lowdin_charge:R:1 method="wB97M-V/def2-TZVPD" gap_ev="4.2458 / 3.5696" charge=+3 homo_energy_ev="-17.44 / -17.53"
C -0.102 -4.565 -4.844 -0.55 -0.17 -0.22 -0.068
C 0.083 -3.853 -3.550 -1.99 0.57 1.30 -0.842
H -1.166 -4.708 -5.034 0.05 0.02 0.08 0.097
H 0.384 -5.548 -4.814 0.06 0.32 -0.01 0.106
H 0.322 -3.972 -5.664 0.10 -0.20 0.25 0.101
O -0.784 -3.457 -2.776 1.88 -0.49 -1.56 -0.024
Cl 1.770 -3.588 -3.183 0.45 0.16 0.23 0.673
Sn -0.125 -0.157 -0.498 2.33 -1.69 -1.25 0.942
P -0.055 1.913 -1.874 0.12 -0.82 0.08 0.641
C -1.490 2.934 -1.717 -0.03 0.07 0.11 -0.202
C 1.449 2.806 -1.620 0.12 0.22 0.20 -0.198
H 0.828 0.397 -3.542 -0.06 0.21 0.01 0.064
H 0.069 1.908 -4.153 0.02 -0.18 -0.49 0.090
H -0.957 0.530 -3.638 0.10 0.16 -0.05 0.086
C -0.026 1.077 -3.453 -0.08 0.10 -0.14 -0.215
H 2.324 2.151 -1.677 -0.16 0.13 -0.06 0.061
H 1.438 3.510 -2.454 0.38 0.29 0.02 0.092
H -1.333 3.655 -2.521 -0.47 0.37 0.01 0.092
H -1.503 3.431 -0.743 -0.06 0.11 -0.22 0.082
H 1.421 3.343 -0.666 0.09 0.01 -0.24 0.085
H -2.407 2.360 -1.880 0.06 0.19 -0.11 0.084
C -1.940 0.625 0.658 -5.13 2.53 2.96 -0.107
O -2.881 1.060 1.162 3.45 -1.74 -2.12 0.210
Cl 2.172 -0.784 -1.060 -1.11 0.35 0.75 0.073
N 0.521 -0.377 2.028 -0.04 0.20 -1.25 0.044
C 0.234 0.090 3.351 -0.03 -2.08 -1.75 -0.193
C 1.360 -0.057 4.164 0.75 0.56 1.64 0.052
C 1.162 -0.051 5.527 1.50 0.04 -1.17 0.047
C -0.121 0.133 6.056 0.70 -0.11 1.08 0.100
C -1.226 0.274 5.213 -1.46 0.27 -1.78 0.051
C -1.077 0.223 3.832 -0.86 0.51 0.83 0.045
H 1.532 -0.406 1.813 -0.49 -0.02 0.39 0.083
H 0.164 -1.319 1.813 -0.08 0.20 0.70 0.115
H 2.323 -0.264 3.670 -0.36 0.24 0.72 0.158
H 2.038 -0.179 6.138 -0.03 -0.16 0.50 0.147
H -0.239 0.142 7.140 -0.10 0.09 -0.23 0.164
H -2.212 0.424 5.645 0.11 -0.12 -0.05 0.153
H -1.951 0.301 3.154 0.81 -0.15 0.82 0.110


In eV, the DFT total energy values for the records above are, in order, -65795.4828 -17679.3873 -256365.1951 -28724.3260 -7871.3910 -58470.9878.
In g mol⁻¹, the molecular weight values for the records above are, in order, 579.981 188.227 810.581 440.136 90.146 429.880.